1.
Computed, not measured: a molecular structure, C4H6O2, with wB97M-V/def2-TZVPD.

Calculated values
E_HOMO: -10.438 eV
LUMO level: 0.03003 Ha
ΔE to the lowest compared entry with this formula, charge and spin: 0.880 eV
total charge: 0
spin multiplicity: 1
molecular weight: 86.1 g/mol
maximum force: 0.7 eV/A

XYZ file:
```
12
Properties=species:S:1:pos:R:3:forces:R:3:nbo_charge:R:1
C -0.986 1.109 0.282 0.0 0.1 0.0 -0.618
C 0.221 0.189 0.184 0.0 0.1 0.1 -0.354
C 0.080 -1.328 0.190 -0.2 -0.1 0.2 -0.066
O 1.188 -1.425 -0.752 -0.1 0.0 -0.4 -0.495
C 1.073 -0.081 -1.040 0.3 0.4 -0.4 0.795
O 1.579 0.544 -1.918 -0.2 -0.5 0.3 -0.541
H -1.725 0.688 0.975 0.2 0.1 -0.1 0.219
H -0.693 2.085 0.674 -0.1 -0.1 -0.1 0.226
H -1.491 1.264 -0.677 0.2 -0.1 0.1 0.225
H 1.038 0.451 0.869 -0.5 0.1 0.5 0.236
H -0.833 -1.671 -0.305 0.0 0.0 0.2 0.181
H 0.226 -1.863 1.132 0.3 0.0 -0.3 0.193
```
Positions in Å, forces in eV/Å.

2.
Computed, not measured: a single C5H11NO molecule, with wB97M-V/def2-TZVPD.

Calculated values
E_HOMO: -9.439 eV
LUMO level: 0.04064 Ha
ΔE to the lowest compared entry with this formula, charge and spin: 2.182 eV
total charge: 0
SMILES string: C[C@H]1CN1CCO
spin multiplicity: 1
molecular weight: 101.1 g/mol
maximum force: 0.5 eV/A

XYZ file:
```
18
Properties=species:S:1:pos:R:3:forces:R:3:nbo_charge:R:1
C 1.997 0.054 -1.467 0.0 0.0 0.1 -0.613
C 1.182 -0.584 -0.367 0.0 0.0 -0.2 -0.065
C 1.218 -0.162 1.052 0.4 0.2 0.0 -0.257
N 0.103 0.215 0.201 0.0 -0.2 0.2 -0.437
C -1.156 -0.464 0.529 0.0 -0.1 -0.4 -0.257
C -2.290 0.409 0.029 -0.1 -0.5 -0.1 -0.059
O -2.237 1.653 0.691 0.0 0.1 0.2 -0.715
H 1.447 -0.023 -2.411 0.1 0.0 0.1 0.214
H 2.965 -0.445 -1.587 -0.2 0.1 0.0 0.213
H 2.169 1.114 -1.259 0.0 -0.2 0.0 0.219
H 0.953 -1.642 -0.516 0.0 0.2 0.0 0.187
H 1.863 0.648 1.383 0.0 -0.1 -0.1 0.200
H 0.995 -0.914 1.797 0.2 -0.1 0.1 0.189
H -1.207 -1.473 0.096 0.0 0.1 0.0 0.188
H -1.215 -0.549 1.613 -0.2 -0.1 0.2 0.189
H -2.194 0.521 -1.062 0.0 0.1 0.2 0.161
H -3.256 -0.068 0.238 0.1 0.1 0.0 0.172
H -1.336 1.708 1.040 -0.1 0.4 -0.3 0.473
```
Positions in Å, forces in eV/Å.

3.
Computed, not measured: a single C22H26N2O5S molecule in a non-equilibrium geometry, with wB97M-V/def2-TZVPD.

Calculated values
E_HOMO: -8.768 eV
LUMO level: 0.02447 Ha
ΔE to the lowest compared entry with this formula, charge and spin: 0.590 eV
total charge: 0
SMILES string: CN(c1ccccc1)S(=O)(=O)c1cccc(NC(=O)COC(=O)C2CCCCC2)c1
spin multiplicity: 1
molecular weight: 430.5 g/mol
maximum force: 1.2 eV/A

XYZ file:
```
56
Properties=species:S:1:pos:R:3:forces:R:3:nbo_charge:R:1
C 2.126 3.963 0.047 0.4 0.3 -0.2 -0.433
N 1.352 3.095 0.904 0.7 -0.5 0.7 -0.687
C 0.047 2.740 0.522 -0.9 -0.1 -0.1 0.207
C -0.845 2.330 1.511 -0.1 0.0 -0.1 -0.242
C -2.128 1.941 1.171 0.0 0.0 0.0 -0.206
C -2.547 1.972 -0.149 0.0 0.0 0.0 -0.213
C -1.672 2.403 -1.130 -0.1 0.0 0.0 -0.204
C -0.383 2.785 -0.803 0.2 0.1 0.1 -0.268
S 2.293 1.869 1.579 0.1 -0.2 -0.1 2.327
O 1.503 1.136 2.519 -0.2 0.0 -0.2 -0.929
O 3.513 2.468 2.029 0.1 0.1 -0.3 -0.933
C 2.619 0.816 0.164 -0.1 0.4 0.5 -0.351
C 3.878 0.726 -0.398 0.2 0.1 0.1 -0.205
C 4.053 -0.086 -1.508 -0.1 0.1 0.1 -0.195
C 2.984 -0.769 -2.064 0.0 -0.1 -0.1 -0.210
C 1.715 -0.647 -1.502 0.4 0.2 0.2 0.142
N 0.581 -1.279 -2.012 -0.2 0.3 0.2 -0.624
C 0.514 -2.400 -2.774 -0.6 -0.1 0.1 0.660
O 1.448 -2.952 -3.303 0.2 -0.2 -0.2 -0.586
C -0.928 -2.921 -2.897 0.1 0.1 -0.5 -0.175
O -1.521 -3.162 -1.621 0.1 -0.3 0.1 -0.492
C -2.148 -2.152 -1.011 -0.2 0.0 0.1 0.836
O -2.225 -1.041 -1.485 -0.1 0.0 0.0 -0.640
C -2.660 -2.541 0.349 0.0 0.3 -0.1 -0.328
C -1.683 -1.942 1.377 0.0 -0.3 0.1 -0.384
C -2.155 -2.242 2.796 0.0 0.3 0.0 -0.398
C -3.560 -1.693 3.020 0.0 -0.4 0.1 -0.395
C -4.530 -2.283 2.001 0.0 0.3 0.0 -0.395
C -4.066 -1.984 0.580 0.0 -0.3 0.0 -0.390
C 1.542 0.144 -0.368 -0.1 -0.3 -0.2 -0.173
H 2.440 3.476 -0.884 0.0 0.0 0.0 0.186
H 3.013 4.246 0.609 0.0 0.2 -0.2 0.244
H 1.542 4.852 -0.186 0.0 0.0 0.0 0.218
H -0.511 2.302 2.534 0.0 0.1 0.1 0.244
H -2.808 1.626 1.948 -0.1 0.0 0.1 0.213
H -3.548 1.667 -0.415 -0.1 0.0 0.0 0.218
H -1.991 2.433 -2.161 0.0 0.0 -0.1 0.218
H 0.288 3.109 -1.584 0.1 0.0 -0.1 0.218
H 4.691 1.274 0.049 0.1 0.0 0.0 0.242
H 5.032 -0.184 -1.952 0.1 0.0 0.0 0.222
H 3.123 -1.402 -2.925 0.0 0.0 0.0 0.253
H -0.298 -0.888 -1.685 0.0 -0.1 -0.2 0.431
H -1.531 -2.190 -3.450 0.1 -0.2 0.1 0.219
H -0.916 -3.879 -3.416 0.1 0.2 0.1 0.225
H -2.656 -3.631 0.431 0.0 0.0 0.0 0.224
H -1.637 -0.860 1.232 0.0 0.0 -0.1 0.214
H -0.683 -2.352 1.222 0.1 0.1 0.0 0.216
H -1.459 -1.791 3.504 0.0 -0.1 0.1 0.219
H -2.154 -3.322 2.960 0.0 -0.1 0.1 0.195
H -3.894 -1.930 4.032 0.0 0.1 0.0 0.211
H -3.543 -0.607 2.918 0.0 0.1 0.0 0.192
H -5.529 -1.868 2.153 0.0 -0.1 0.0 0.212
H -4.593 -3.364 2.142 -0.1 -0.1 0.0 0.195
H -4.042 -0.905 0.414 0.0 0.1 -0.1 0.212
H -4.759 -2.422 -0.141 0.0 0.1 -0.1 0.211
H 0.577 0.223 0.108 -0.2 -0.1 0.0 0.229
```
Positions in Å, forces in eV/Å.

4.
Computed, not measured: a gas-phase ion, C6H12NS (charge +1) in a non-equilibrium geometry, with wB97M-V/def2-TZVPD.

Calculated values
E_HOMO (spin up / spin down): -11.253 / -11.255 eV
LUMO level (spin up / spin down): -0.23842 / -0.23839 Ha
ΔE to the lowest compared entry with this formula, charge and spin: 2.190 eV
total charge: +1
spin multiplicity: 1
molecular weight: 130.2 g/mol
maximum force: 1.9 eV/A

XYZ file:
```
20
Properties=species:S:1:pos:R:3:forces:R:3:nbo_charge:R:1
C -0.680 -2.167 -1.044 0.0 0.5 0.7 -0.492
C -0.778 -1.074 -0.263 0.2 -1.8 -0.5 0.181
C -0.706 1.430 -0.173 0.0 -0.2 -0.3 -0.224
C 0.632 1.916 0.450 -0.1 0.2 0.1 -0.564
C 2.824 0.997 -0.888 -1.0 1.3 -0.1 -0.352
C -1.098 -1.184 1.191 -0.2 0.0 0.0 -0.662
N -0.615 0.167 -0.824 0.4 1.1 -0.6 -0.619
S 1.881 2.337 -0.801 0.5 -1.4 0.4 0.730
H -0.501 -2.106 -2.102 0.0 0.1 -0.3 0.196
H -0.817 -3.146 -0.628 0.0 -0.2 0.1 0.218
H -1.433 1.381 0.643 0.1 0.2 0.0 0.245
H -1.050 2.180 -0.889 -0.1 0.0 0.1 0.224
H 0.440 2.838 0.999 0.2 0.1 0.0 0.267
H 1.052 1.168 1.120 0.1 0.0 0.0 0.250
H 2.687 0.138 -0.256 -0.2 -0.2 0.2 0.255
H 3.624 0.990 -1.609 0.2 0.1 -0.2 0.260
H -0.771 -2.149 1.569 0.0 0.0 0.0 0.251
H -2.178 -1.130 1.327 0.0 0.1 0.1 0.243
H -0.636 -0.406 1.791 0.1 0.1 0.2 0.195
H -0.447 0.164 -1.820 -0.2 0.1 0.1 0.398
```
Positions in Å, forces in eV/Å.

5.
Computed, not measured: a molecular structure, C10H24ClI2LaN2P2 in a non-equilibrium geometry, with wB97M-V/def2-TZVPD.

Calculated values
E_HOMO (spin up / spin down): -13.772 / -13.844 eV
LUMO level (spin up / spin down): -0.30970 / -0.29021 Ha
ΔE to the lowest compared entry with this formula, charge and spin: 6.113 eV
total charge: +2
spin multiplicity: 1
molecular weight: 662.4 g/mol
maximum force: 3.2 eV/A

XYZ file:
```
42
Properties=species:S:1:pos:R:3:forces:R:3:nbo_charge:R:1
I 1.445 1.570 1.516 -1.6 0.4 0.1 0.282
I -0.088 -1.716 0.931 -0.3 -0.3 -1.9 -0.564
La -0.999 -0.190 -2.483 1.3 -0.9 0.6 2.142
P -2.704 0.059 -0.315 -1.2 0.1 0.7 0.685
C -3.711 0.043 1.174 -0.8 0.0 0.6 -0.921
C -3.629 1.367 -1.213 -0.1 0.1 0.6 -0.960
H -4.680 1.073 -1.252 0.1 0.3 -0.5 0.260
H -4.645 -1.125 -1.156 0.3 -0.1 -0.4 0.269
H -3.222 1.593 -2.201 -0.3 0.2 -0.4 0.190
H -3.175 -1.652 -2.101 -0.5 -0.3 0.0 0.166
H -3.547 0.901 1.835 0.0 -0.1 -0.3 0.261
H -3.555 2.276 -0.608 0.1 0.1 -0.3 0.275
C -3.579 -1.382 -1.104 0.5 -0.1 0.3 -0.920
H -4.751 0.068 0.766 0.6 0.0 0.7 0.245
H -3.473 -2.250 -0.439 0.2 0.1 -0.4 0.294
H -3.578 -0.872 1.761 0.1 0.1 -0.2 0.280
P 2.734 -0.076 -0.369 2.8 0.4 1.0 0.957
C 3.974 -0.089 1.038 0.2 0.2 0.2 -0.925
C 3.626 -1.476 -1.133 -0.9 -0.9 -0.4 -0.928
H 3.138 1.414 -2.207 0.2 0.1 -0.4 0.234
H 4.640 1.024 -1.304 0.1 0.2 -0.2 0.249
H 3.450 2.224 -0.706 0.1 0.1 0.2 0.244
C 3.588 1.281 -1.228 -0.7 0.3 -0.4 -0.956
H 3.212 -1.740 -2.097 0.1 0.0 -0.4 0.238
H 4.683 -1.216 -1.204 -0.2 0.0 -0.1 0.251
H 4.951 -0.201 0.531 -0.4 -0.2 0.5 0.236
H 3.785 -0.908 1.735 0.1 -0.2 -0.2 0.243
H 3.505 -2.349 -0.493 0.0 0.0 0.0 0.260
H 4.027 0.825 1.649 -0.1 -0.3 -0.5 0.240
Cl 0.067 -0.171 -4.826 -0.2 0.1 0.4 -0.615
C -1.560 1.942 3.837 -0.8 1.2 0.0 -0.668
C -0.674 0.845 4.153 2.5 -1.1 0.3 0.384
N 0.159 0.447 3.224 0.6 -1.1 0.3 -0.456
C 0.992 -0.560 3.720 0.1 2.1 2.4 -0.110
C 0.779 -0.661 5.096 -0.8 0.3 -1.7 -0.049
N -0.336 0.216 5.334 0.0 0.2 -0.8 -0.502
H -2.568 1.760 4.118 -0.9 0.0 0.7 0.245
H -1.211 2.874 4.270 -0.1 0.2 0.3 0.261
H -1.611 2.114 2.763 0.4 -0.2 0.0 0.235
H 1.913 -0.693 3.186 0.0 -1.0 0.0 0.230
H 1.342 -1.348 5.769 -1.1 1.1 -0.2 0.274
H -0.759 0.581 6.188 0.4 -0.9 0.0 0.447
```
Positions in Å, forces in eV/Å.

6.
Computed, not measured: a single C6H12S molecule in a non-equilibrium geometry, with wB97M-V/def2-TZVPD.

Calculated values
E_HOMO (spin up / spin down): -7.052 / -7.602 eV
LUMO level (spin up / spin down): 0.02128 / 0.01735 Ha
ΔE to the lowest compared entry with this formula, charge and spin: 2.570 eV
total charge: 0
spin multiplicity: 1
molecular weight: 116.2 g/mol
maximum force: 2.0 eV/A

XYZ file:
```
19
Properties=species:S:1:pos:R:3:forces:R:3:nbo_charge:R:1
C 0.827 -0.041 1.774 -0.8 -0.4 -1.1 -0.330
C 0.652 0.518 0.410 0.0 0.1 -0.4 -0.334
C -0.351 -0.533 -0.070 0.7 0.4 1.8 -0.115
C 1.915 0.578 -0.438 -0.2 0.1 0.2 -0.597
C 0.117 -1.859 -0.575 0.1 0.0 -0.2 -0.679
C -2.484 1.217 -0.444 0.2 -0.5 0.1 -0.734
S -2.035 -0.388 0.311 -0.3 0.4 -0.2 0.260
H 1.450 -0.906 1.916 0.2 -0.1 0.0 0.178
H 0.088 0.157 2.527 -0.1 0.1 0.2 0.193
H 0.188 1.507 0.443 0.0 -0.1 0.0 0.209
H 2.572 1.357 -0.060 0.1 0.0 0.0 0.217
H 1.668 0.805 -1.472 0.0 0.0 -0.1 0.207
H 2.451 -0.366 -0.403 0.1 -0.1 0.0 0.204
H 0.601 -1.721 -1.546 0.0 -0.1 -0.1 0.217
H -0.733 -2.525 -0.704 0.0 -0.1 0.0 0.230
H 0.834 -2.348 0.081 0.1 0.0 0.0 0.220
H -2.460 1.118 -1.526 0.0 0.1 0.0 0.215
H -1.808 2.001 -0.114 0.0 0.1 0.0 0.212
H -3.493 1.430 -0.110 -0.1 0.1 0.0 0.228
```
Positions in Å, forces in eV/Å.